Entry 1:
Entry from OMol25: a structure of composition C48H48AsCl5O2P2RhSSi2 in a non-equilibrium geometry (ωB97M-V/def2-TZVPD).

Properties
* highest occupied orbital energy (alpha / beta): -0.298 / -0.408 Eh
* energy above the lowest of the compared OMol25 structures with the same formula, charge and spin: 293.5 kJ/mol
* Kohn-Sham gap (alpha / beta): 5.33 / 7.15 eV
* net charge: +1
* 2S+1: 5

Geometry as XYZ:
```
110
Properties=species:S:1:pos:R:3:forces:R:3
H -2.786 -3.348 -5.806 0.4 -0.1 1.0
C -1.475 -2.625 -2.729 0.3 0.4 1.8
C -0.834 -2.189 4.068 -0.1 1.2 0.7
H 3.543 0.822 -4.779 -0.1 0.0 0.9
H 0.093 1.454 -3.688 0.0 -0.6 -0.4
H 1.002 3.446 4.259 -0.8 0.1 0.1
H 4.627 -4.386 -2.733 -0.4 -0.1 -0.1
C 0.322 0.680 -4.447 0.1 1.4 0.4
H -4.382 -4.678 2.480 0.0 0.1 -1.1
C -0.358 -1.342 3.082 0.6 0.4 -0.5
H 5.100 -1.954 0.027 0.0 0.1 0.8
C -3.968 -4.015 1.695 0.7 0.0 0.7
H 0.629 1.282 -5.350 -0.2 -0.9 0.6
H 1.216 -2.818 -5.244 0.1 0.3 0.4
C -1.965 -1.312 -2.559 -1.4 -0.4 -0.6
H -6.300 2.849 -0.516 0.5 -0.8 0.2
P -1.917 -0.690 -0.840 0.3 0.3 -0.1
Cl 1.697 4.445 1.719 0.6 -0.4 0.5
C -0.093 3.342 4.168 0.8 0.2 -1.7
C 2.650 3.068 2.193 1.3 0.8 0.8
C 0.292 -0.104 3.354 -0.9 -1.3 0.6
C -2.025 2.163 3.248 1.4 1.8 0.4
H 4.846 3.271 -0.703 1.0 0.2 0.1
C -2.943 -1.524 -4.768 0.4 0.7 0.6
C -1.766 -3.404 -3.823 -0.2 0.3 -0.4
C 2.156 1.782 2.283 -0.9 -1.1 -0.8
C 0.540 0.188 4.684 1.0 -1.0 0.2
O 0.305 -3.389 1.548 0.2 0.4 0.2
H 3.929 -3.988 0.674 0.0 -0.1 0.4
C 0.047 2.318 0.595 -1.9 1.0 0.1
H -1.350 -3.079 3.772 -0.1 -0.2 0.4
C -4.687 -3.445 0.630 -0.8 0.0 -0.1
C -3.270 1.681 -1.503 0.7 0.2 -0.3
H 4.341 -0.620 -0.964 0.5 -1.3 0.3
Cl 6.553 2.450 3.393 -1.6 0.0 -0.5
C -3.962 0.543 0.504 -0.5 0.5 -0.5
H -0.609 0.148 -4.618 0.0 0.0 -0.4
C -0.963 4.222 4.744 -1.9 -0.3 1.5
H -4.664 3.212 -2.160 0.4 -0.1 0.0
H -3.969 2.856 3.812 0.1 0.1 0.3
H 2.857 -4.753 -2.942 0.3 -0.2 0.2
H 5.275 3.414 0.719 0.8 0.1 -0.8
P 0.397 1.318 2.165 -0.7 1.2 0.2
C 3.616 -3.970 -2.873 -0.3 0.5 0.3
C -2.087 -2.539 1.174 0.5 -1.3 0.3
C -5.411 2.188 -0.493 0.2 0.5 1.3
C -2.367 4.045 4.699 0.6 0.8 -0.4
Cl 4.604 4.865 2.638 0.5 1.3 0.2
C -4.114 -2.481 -0.162 2.0 1.1 0.4
C 0.739 2.473 -1.704 -0.3 1.0 0.2
H -5.847 1.203 1.450 0.9 0.0 -1.2
C 4.414 0.871 2.618 -0.9 1.4 0.0
C 0.193 -0.729 5.662 -0.9 0.1 0.9
H -3.390 -1.021 -5.615 -0.3 -0.3 0.0
Cl 5.468 -0.475 2.751 -0.1 0.3 -0.1
H 1.486 2.278 -2.482 -0.6 -0.2 0.3
H -2.006 -4.169 2.514 0.5 -0.7 1.0
H -1.163 -2.225 6.222 -0.1 -0.8 0.4
C 0.766 1.845 -0.462 1.7 0.6 -0.5
H -0.376 3.932 -2.845 0.3 0.1 0.3
H -0.647 4.976 5.422 0.6 0.6 0.3
Si 1.623 -0.562 -3.917 1.1 0.2 -0.4
O 5.664 3.440 -0.183 -1.6 -0.4 0.3
H -3.778 -0.232 1.218 -0.1 -0.1 0.5
Rh 0.128 -0.323 0.053 -0.6 -0.7 -0.1
H 1.093 -1.418 -6.229 -0.1 0.5 -0.4
H -1.596 4.816 -0.932 -1.2 1.4 -0.2
C -0.203 3.514 -1.852 0.0 -0.1 0.1
C 4.880 2.223 2.854 -0.3 -1.1 -0.3
Cl 2.623 -0.844 1.495 0.4 0.8 1.3
C 3.407 0.308 -3.794 -1.0 -0.8 -1.2
C 4.696 -1.700 -0.933 -0.7 0.8 -1.1
H 5.572 -1.761 -1.601 -0.6 -0.1 -0.2
C -3.057 0.671 -0.573 -1.4 -0.2 -0.1
H 2.153 -4.097 0.794 -0.3 0.6 0.2
H 3.505 0.977 -2.948 -0.2 0.4 0.0
C -2.652 -3.641 1.883 -0.3 1.3 -1.0
H 4.245 -0.390 -3.709 -0.3 -0.2 0.0
H -5.718 -3.760 0.416 0.5 0.2 0.3
H -4.675 -1.900 -0.895 0.0 -0.6 -0.1
C 1.618 -1.803 -5.374 0.7 -0.6 1.0
Si 3.230 -2.903 -1.336 0.6 -0.5 0.0
C 2.996 -4.142 0.131 0.7 0.2 -1.0
H 1.546 1.114 -0.128 0.2 0.7 -1.0
C 4.017 3.311 2.539 -0.2 -2.1 0.3
C -0.618 2.435 3.248 -1.2 -1.8 0.7
H 2.680 -1.919 -5.614 -0.1 -0.1 -0.3
S -0.331 -2.055 1.420 -1.2 -1.3 0.8
H -3.069 0.267 -3.536 -0.1 -0.3 -0.2
C 3.042 0.694 2.278 2.4 -0.1 0.0
C -2.740 -2.020 0.114 -2.4 0.0 -1.0
H 3.568 -3.459 -3.835 0.2 0.2 0.1
C -2.712 -0.758 -3.615 0.5 -0.4 0.4
H -1.342 3.739 1.367 -0.4 0.3 -0.1
H 0.439 -0.671 6.719 0.2 0.8 -0.2
H -1.410 -4.416 -3.850 0.1 -0.3 -0.2
H -2.398 1.322 2.712 -0.3 -0.4 -0.6
H -2.515 1.891 -2.276 -0.4 -0.2 0.3
C -2.521 -2.844 -4.852 -0.3 0.2 -1.1
H 1.143 1.045 4.921 0.0 0.3 0.3
C -0.967 4.009 -0.767 1.5 -2.3 -0.4
H -2.999 4.760 5.248 0.3 -0.5 -0.4
C -4.420 2.443 -1.429 -0.8 0.2 -0.4
H 3.006 -5.182 -0.208 0.1 0.2 -0.4
H -0.912 -3.033 -1.861 -0.4 -0.1 -0.8
C -0.874 3.382 0.468 1.1 -0.6 -0.3
C -0.678 -1.769 5.392 0.5 -0.3 -1.2
C -2.902 3.039 3.916 0.5 -1.1 -0.2
C -5.137 1.300 0.578 -0.4 0.4 -0.1
As 1.342 -1.457 -1.680 0.8 -0.6 -1.2
```
Positions in Å, forces in eV/Å.

Entry 2:
Entry from OMol25: an isolated molecule of C6H13N in a non-equilibrium geometry (ωB97M-V/def2-TZVPD).

Properties
* highest occupied orbital energy: -0.284 Eh
* energy above the lowest of the compared OMol25 structures with the same formula, charge and spin: 110.1 kJ/mol
* Kohn-Sham gap: 8.86 eV

Geometry as XYZ:
```
20
Properties=species:S:1:pos:R:3:forces:R:3
C 0.770 1.175 0.182 -0.7 -0.6 -1.9
H -0.282 -0.289 1.940 -0.5 -0.2 0.8
H 1.196 -3.040 -1.898 0.1 0.4 0.3
H 0.967 2.227 0.007 0.6 0.2 0.5
H 2.070 -1.720 -2.716 0.2 0.2 1.0
H -0.039 -1.252 -0.394 0.1 -0.4 0.2
H 1.813 -1.361 -0.224 -1.0 0.6 0.7
H -2.357 -0.254 2.948 -1.2 0.0 -0.1
C 1.216 -1.951 -2.054 -2.0 0.0 -2.3
C 1.034 0.436 -1.195 0.5 -0.8 1.7
N -2.343 0.394 2.181 1.7 -0.9 0.6
C -0.682 1.111 0.561 0.7 0.0 0.1
H 1.405 0.680 0.929 0.0 0.6 -0.1
H -1.236 1.821 -0.053 -0.7 -0.3 0.5
C -1.090 0.338 1.577 -0.2 1.9 -1.5
H -3.145 0.680 1.656 -0.2 -0.3 0.1
H 0.386 -1.729 -2.777 0.3 -0.5 0.3
H 0.325 0.642 -2.005 0.0 0.4 0.3
H 2.059 0.705 -1.514 -0.5 -0.3 -0.1
C 0.930 -1.075 -0.845 2.8 0.2 -1.0
```
Positions in Å, forces in eV/Å.

Entry 3:
Entry from OMol25: a structure of composition C26H34ClN5O5S in a non-equilibrium geometry (ωB97M-V/def2-TZVPD).

Properties
* highest occupied orbital energy: -0.295 Eh
* energy above the lowest of the compared OMol25 structures with the same formula, charge and spin: 43.9 kJ/mol
* Kohn-Sham gap: 7.76 eV

Geometry as XYZ:
```
72
Properties=species:S:1:pos:R:3:forces:R:3
C 0.188 -2.229 0.763 0.0 -2.1 0.4
H 2.934 -1.471 -3.617 0.1 0.0 0.0
H -5.103 5.715 0.980 0.0 0.0 0.0
H -7.153 -1.850 2.994 0.0 0.0 0.0
H 3.458 -1.030 1.583 -0.1 0.0 0.0
C 3.401 -2.299 -5.500 0.0 0.0 0.0
H 5.248 0.283 0.423 0.0 0.0 0.0
H 4.349 -1.812 -5.649 0.0 0.0 0.0
H -7.502 2.743 -1.059 0.0 0.0 0.0
H 3.026 -3.551 -7.244 0.0 0.0 0.0
C -4.884 3.564 0.675 0.0 0.0 0.0
H -7.384 5.381 -0.455 0.0 0.0 0.0
H -5.934 -5.152 5.254 0.0 0.0 0.0
C -1.102 1.548 -3.518 -0.1 -0.6 0.6
C 5.381 -0.179 1.387 -0.1 0.0 0.0
C -0.250 -1.803 -0.620 0.1 0.1 0.5
C 5.868 4.781 2.525 0.0 0.0 0.0
C 1.508 -3.508 -5.599 0.0 0.0 0.0
H 8.744 5.155 1.231 0.0 0.0 0.0
H 7.409 0.268 2.053 0.0 0.0 0.0
H 8.059 2.752 1.103 0.0 0.0 0.0
N 4.370 -0.888 1.975 0.1 0.0 0.0
H 6.692 -1.182 4.233 0.0 0.0 0.0
H -2.142 1.785 -3.681 -0.3 0.3 -0.3
S -3.313 -1.017 -0.311 0.5 -0.8 -0.5
O -4.329 -0.042 -0.359 -0.3 0.9 0.3
C 6.915 5.595 2.186 0.0 0.0 0.0
C 7.444 3.520 1.538 0.0 0.0 0.0
C 2.708 -3.180 -6.285 0.0 0.0 0.0
C -1.032 0.049 -3.205 -0.3 0.0 -0.3
C -5.041 -4.314 3.533 0.0 0.0 0.1
H -2.256 0.722 -1.644 -0.1 0.4 -0.2
N 7.869 4.820 1.584 0.0 0.0 0.0
C -6.759 3.290 -0.505 0.0 0.0 0.0
O 0.182 -3.374 1.131 0.2 2.0 -0.4
H -4.884 -2.875 1.900 -0.1 -0.1 0.1
H -7.720 -3.406 5.135 0.0 0.0 0.0
H 7.063 6.652 2.321 0.0 0.0 0.0
H -0.811 2.107 -2.641 0.4 0.4 0.1
C 6.458 -0.204 2.231 0.0 0.0 0.0
N 2.665 -2.078 -4.368 -0.1 0.0 0.0
H 4.136 -1.961 3.801 0.0 0.0 0.0
H -0.012 -0.307 -3.208 0.3 -0.3 0.0
C -5.407 -3.238 2.770 0.0 0.0 0.0
C -0.925 -0.455 -0.636 0.4 -0.3 -1.2
C -6.673 4.620 -0.184 0.0 0.0 0.0
H -4.211 -4.994 3.445 0.0 0.0 0.0
H -3.974 3.259 1.162 0.0 0.0 0.0
Cl 0.725 -0.915 1.853 0.1 -0.2 -0.2
H 0.595 -1.827 -1.296 0.4 0.1 -0.1
H -0.496 1.813 -4.366 0.2 0.2 -0.3
H 0.794 -2.783 -3.617 0.0 0.0 0.0
N -5.957 -4.448 4.542 0.0 0.0 -0.1
O -2.755 -1.214 -1.812 0.1 0.0 0.5
H 4.961 5.094 3.015 0.0 0.0 0.0
C 1.511 -2.815 -4.420 0.0 0.1 0.1
C 6.083 -0.963 3.372 0.0 0.0 0.0
H -0.192 0.339 -0.587 -0.1 0.4 1.0
C -1.722 -0.194 -1.889 -0.4 0.7 0.3
H -0.929 -2.574 -0.943 -0.3 -0.3 -0.1
O -3.575 -2.274 0.262 0.0 -0.6 0.1
H -1.579 -0.451 -3.989 0.0 -0.5 -0.2
O -1.952 -0.437 0.362 -0.6 0.2 -0.2
C 6.203 3.462 2.114 -0.1 0.0 0.0
H 5.606 2.574 2.229 0.0 0.0 0.0
C 4.790 -1.372 3.183 0.0 0.0 0.0
C -6.594 -2.702 3.343 0.0 0.0 0.0
C -5.479 4.794 0.567 0.0 0.0 0.0
N -5.667 2.658 0.018 -0.1 0.0 0.0
H -5.468 1.677 -0.066 0.0 0.0 0.0
C -6.908 -3.470 4.432 0.0 0.0 0.0
H 0.733 -4.177 -5.933 0.0 0.0 0.0
```
Positions in Å, forces in eV/Å.

Entry 4:
Entry from OMol25: the ion C3HN2O2 with charge -1 in a non-equilibrium geometry (ωB97M-V/def2-TZVPD).

Properties
* highest occupied orbital energy: -0.173 Eh
* energy above the lowest of the compared OMol25 structures with the same formula, charge and spin: 68.9 kJ/mol
* Kohn-Sham gap: 9.04 eV
* net charge: -1

Geometry as XYZ:
```
8
Properties=species:S:1:pos:R:3:forces:R:3
N 0.541 -0.771 1.201 0.1 0.7 2.8
C -0.584 -1.437 -0.741 0.3 -0.7 -0.6
C 0.093 1.252 -0.291 0.7 -0.3 0.2
N -1.160 -2.217 -1.370 0.2 0.5 0.3
O -0.014 1.596 -1.479 -0.3 -0.7 1.1
O 0.363 1.879 0.759 -0.5 -0.6 -1.0
H 0.680 0.158 1.836 0.0 -2.0 -2.6
C 0.081 -0.460 0.084 -0.6 3.3 -0.3
```
Positions in Å, forces in eV/Å.